Record 1
ORCA calculation (the ωB97M-V functional and the def2-TZVPD basis) on a molecular structure, C19H35IrNO2P2.

XYZ file:
```
60
Properties=species:S:1:pos:R:3:forces:R:3
P -2.052097 1.081103 1.470365 -4.1 2.2 -3.4
P -1.206810 -1.832749 0.809840 -2.8 -3.1 -4.5
C -2.666490 0.269952 -0.035963 -0.7 -0.1 0.1
C -2.843593 -1.202426 0.142577 0.3 -1.0 0.1
H -1.927764 0.544633 -0.817032 -0.4 -0.5 0.2
H -3.624460 0.733080 -0.271961 0.1 0.0 -0.4
H -3.610811 -1.527010 0.846254 -0.4 0.4 -0.2
H -2.984688 -1.614894 -0.861837 -0.5 -0.3 0.6
C -1.009041 -2.643447 -0.845982 0.9 -0.5 -1.0
H -0.175885 -3.349461 -0.950928 0.1 0.4 0.0
H -1.103515 -2.002498 -1.740424 0.2 -0.1 0.5
H -1.926279 -3.276916 -0.822397 0.8 0.4 -0.2
C -1.116123 -3.446976 1.610782 -0.5 -0.3 0.5
H -1.778879 -4.094302 1.025774 0.2 -0.2 0.5
H -1.412613 -3.396542 2.664648 0.1 -0.3 -0.2
H -0.067494 -3.792513 1.528349 -0.6 0.2 0.1
C -2.116494 2.656549 0.413460 1.0 1.4 0.2
H -1.912488 3.592013 0.957173 0.2 -0.4 -0.1
H -3.176860 2.744103 0.082815 0.7 -0.4 0.5
H -1.541068 2.644163 -0.532878 0.1 -0.2 0.8
C -3.576585 1.589453 2.323147 -0.2 0.2 0.6
H -3.910700 0.932635 3.142929 0.0 0.2 -0.5
H -4.310363 1.716470 1.519313 -0.2 -0.3 0.5
H -3.426526 2.607292 2.709133 0.0 -0.3 0.2
Ir -0.817350 -0.455798 2.353363 5.6 3.4 4.0
C 1.268977 -0.823024 -2.938620 1.2 -0.7 1.8
C 0.589407 -0.496316 -4.084152 -1.0 1.2 -1.7
C 0.759862 0.759351 -4.925905 -0.2 -0.9 0.3
C 1.524915 1.823952 -4.166452 1.0 0.9 0.0
C 0.568109 2.487602 -3.244434 -1.0 0.4 -7.0
C 0.676662 2.305798 -1.938183 0.5 -0.7 8.7
C 1.155749 1.113806 -1.088552 -1.2 0.0 -1.2
C 1.841597 -0.110311 -1.751994 -0.6 -0.2 1.0
C -0.964521 1.013574 3.894112 -1.4 1.4 0.1
H 1.452501 -1.901359 -2.833954 -0.1 0.1 -0.3
H -0.106518 -1.274535 -4.466621 0.5 0.5 0.1
H -0.234251 1.103556 -5.260303 0.2 -0.3 0.0
H 1.275810 0.453499 -5.855109 0.0 -0.1 0.1
H 2.262653 1.293432 -3.551887 0.3 0.6 -0.5
H 2.052550 2.566688 -4.807754 -0.3 -0.7 0.0
H -0.271125 3.005035 -3.735977 0.0 -0.6 0.4
H 0.448338 3.157848 -1.277140 0.9 0.0 -0.3
H 0.344152 0.674316 -0.479747 -0.1 0.1 -0.1
H 1.830341 1.489762 -0.325917 0.2 0.2 0.0
H 2.913952 0.094992 -1.870128 0.1 0.0 -0.7
H 1.922606 -0.864499 -0.928412 -0.2 0.3 -0.6
H -0.329509 0.740140 4.762733 0.0 -0.1 -0.8
H -2.027684 1.039341 4.224185 0.9 0.3 0.0
H -0.694979 1.983681 3.367410 -0.1 -0.9 1.3
O 0.741135 -1.550823 2.866789 1.3 -1.4 0.3
C 1.911270 -1.103459 2.519707 1.5 0.9 -0.7
C 3.225599 -1.753940 2.943714 -0.4 -0.1 0.8
C 4.267726 -0.905196 2.249448 0.1 0.3 -0.1
C 3.470814 0.303406 1.778169 1.1 1.3 -0.5
O 3.931222 1.380727 1.431817 -1.0 -1.6 0.3
N 2.096202 -0.013625 1.791831 -1.6 -0.8 0.9
H 3.318132 -1.633248 4.035071 -0.1 -0.3 -0.2
H 3.308148 -2.815616 2.701419 -0.3 0.1 0.1
H 5.107294 -0.618094 2.891411 -0.2 0.0 -0.3
H 4.657840 -1.402376 1.352904 0.1 0.1 0.2
```
Forces are in eV/Å.

Properties
<S²>: 8.768
Charge: +2
2S+1: 6
Energy relative to the best compared isomer or geometry (same formula, charge and spin), kcal/mol: 87.8
HOMO (alpha / beta), eV: -11.35 / -14.67

Per-atom natural (NBO) charges, elementary charge units: atom 1 (P): 1.09, atom 2 (P): 1.06, atom 3 (C): -0.75, atom 4 (C): -0.70, atom 5 (H): 0.23, atom 6 (H): 0.26, atom 7 (H): 0.25, atom 8 (H): 0.24, atom 9 (C): -0.92, atom 10 (H): 0.24, atom 11 (H): 0.22, atom 12 (H): 0.26, atom 13 (C): -0.95, atom 14 (H): 0.25, atom 15 (H): 0.26, atom 16 (H): 0.27, atom 17 (C): -0.88, atom 18 (H): 0.26, atom 19 (H): 0.25, atom 20 (H): 0.24, atom 21 (C): -0.96, atom 22 (H): 0.26, atom 23 (H): 0.25, atom 24 (H): 0.27, atom 25 (Ir): 0.68, atom 26 (C): 0.06, atom 27 (C): 0.10, atom 28 (C): -0.48, atom 29 (C): -0.47, atom 30 (C): -0.13, atom 31 (C): -0.15, atom 32 (C): -0.46, atom 33 (C): -0.53, atom 34 (C): -0.83, atom 35 (H): 0.25, atom 36 (H): 0.25, atom 37 (H): 0.28, atom 38 (H): 0.30, atom 39 (H): 0.20, atom 40 (H): 0.27, atom 41 (H): 0.21, atom 42 (H): 0.21, atom 43 (H): 0.21, atom 44 (H): 0.29, atom 45 (H): 0.32, atom 46 (H): 0.27, atom 47 (H): 0.27, atom 48 (H): 0.22, atom 49 (H): 0.22, atom 50 (O): -0.70, atom 51 (C): 0.64, atom 52 (C): -0.50, atom 53 (C): -0.52, atom 54 (C): 0.67, atom 55 (O): -0.53, atom 56 (N): -0.64, atom 57 (H): 0.26, atom 58 (H): 0.25, atom 59 (H): 0.27, atom 60 (H): 0.24

Record 2
ORCA calculation (the ωB97M-V functional and the def2-TZVPD basis) on a single C6H8N2S2 molecule.

XYZ file:
```
18
Properties=species:S:1:pos:R:3:forces:R:3
C -1.993630 -0.203164 0.984954 1.8 -1.0 4.5
C -1.570397 0.662079 -1.205871 3.0 -0.5 -0.8
C -0.736452 0.163069 1.376573 -1.1 1.0 0.3
C -0.250291 0.895990 -0.986285 -2.6 0.2 1.2
C -2.311606 -0.338496 -0.429453 -1.9 -0.6 -0.4
C 0.296898 0.479235 0.308564 3.2 0.2 2.1
N 4.051049 -1.177941 -0.019153 -0.3 -1.4 1.1
N 3.102011 -0.373231 -0.120011 -1.2 -1.3 0.5
S 3.192206 1.166321 -0.564059 0.6 1.3 -0.6
S 1.409101 -1.067147 0.208161 0.0 0.3 0.0
H -2.593032 -0.611527 1.906847 0.4 1.1 -2.3
H -1.919542 0.888487 -2.165336 -0.9 0.8 -1.2
H -0.536925 0.450474 2.466331 0.0 -1.0 -1.7
H 0.319218 1.621042 -1.500483 0.5 0.3 -1.0
H -1.973552 -1.317881 -0.780585 -0.1 -0.2 0.0
H -3.417137 -0.336312 -0.626161 1.0 0.2 0.2
H 1.218145 1.174985 0.666546 -2.4 -1.0 -0.7
H 3.713930 -2.075991 0.479419 0.3 1.5 -1.1
```
Forces are in eV/Å.

Properties
Energy relative to the best compared isomer or geometry (same formula, charge and spin), kcal/mol: 108.9
HOMO (alpha / beta), eV: -8.74 / -8.74

Per-atom natural (NBO) charges, elementary charge units: atom 1 (C): -0.16, atom 2 (C): -0.14, atom 3 (C): -0.23, atom 4 (C): -0.22, atom 5 (C): -0.52, atom 6 (C): -0.41, atom 7 (N): -0.35, atom 8 (N): -0.29, atom 9 (S): 0.02, atom 10 (S): 0.30, atom 11 (H): 0.23, atom 12 (H): 0.21, atom 13 (H): 0.23, atom 14 (H): 0.23, atom 15 (H): 0.25, atom 16 (H): 0.23, atom 17 (H): 0.28, atom 18 (H): 0.32

What is the energy relative to the best compared isomer or geometry (same formula, charge and spin) in the first record? 87.8 kcal/mol

Number 2 is which compound? C6H8N2S2